C41H72F27HfN8O19S9 as an isolated structure in a non-equilibrium geometry. Source: the Open Molecules 2025 dataset; level of theory: ωB97M-V/def2-TZVPD.

Geometry (Å):
Hf1 -4.320693 -0.736954 5.508998
C1 0.007023 -1.669642 0.653725
F1 0.766047 -1.655169 1.703551
F2 0.882113 -1.475033 -0.357916
F3 -0.698045 -2.766107 0.564057
S1 -1.194999 -0.222522 0.858818
O1 -2.039950 -0.373540 -0.291391
O2 -1.980445 -0.430235 2.089704
O3 -0.428984 1.028067 0.901611
C2 4.009440 -2.645368 -9.442589
C3 4.616959 -2.445345 -8.053196
C4 5.294177 -3.741976 -7.552017
N1 5.735233 -3.712843 -6.066749
C5 6.998409 -2.835477 -5.998914
C6 4.628915 -3.306087 -5.077458
C7 5.172627 -3.795048 -3.714328
C8 5.921895 -5.049884 -3.979764
C9 6.196923 -5.018741 -5.475971
H1 4.794247 -3.126578 -10.026213
H2 3.835472 -1.689863 -9.937387
H3 3.115106 -3.262834 -9.526298
H4 3.911076 -2.038522 -7.329090
H5 5.395116 -1.688615 -7.953493
H6 6.064460 -4.091000 -8.239720
H7 4.584352 -4.568543 -7.584031
H8 6.787467 -1.813211 -6.312884
H9 7.829760 -3.228505 -6.584144
H10 7.227467 -2.808948 -4.933585
H11 4.458892 -2.234142 -5.178070
H12 3.741853 -3.868362 -5.369133
H13 5.773399 -2.984861 -3.301081
H14 4.393918 -4.087530 -3.009939
H15 6.846187 -5.176241 -3.416012
H16 5.270521 -5.904631 -3.797433
H17 7.230667 -5.249005 -5.733758
H18 5.448394 -5.703775 -5.874112
C10 4.275189 7.769091 2.372352
C11 4.432750 6.327762 2.871084
C12 5.809369 5.668278 2.499709
N2 5.899560 4.138830 2.807384
C13 5.651429 3.786087 4.332436
C14 7.228094 3.352938 2.441691
C15 6.840101 2.054434 1.896819
C16 5.328761 2.005347 1.664337
C17 4.826714 3.430924 1.899162
H19 5.249864 8.215483 2.175283
H20 3.825124 8.330072 3.191393
H21 3.717197 7.752042 1.436168
H22 3.551592 5.779836 2.537238
H23 4.426632 6.275892 3.959835
H24 6.677237 6.144320 2.956095
H25 6.066181 5.721640 1.441740
H26 4.598704 4.005394 4.510677
H27 6.291936 4.502087 4.847408
H28 6.004815 2.819418 4.691276
H29 7.743500 3.259103 3.397545
H30 7.656789 4.021837 1.695446
H31 7.272154 1.204733 2.425444
H32 7.175363 1.917192 0.868785
H33 4.885190 1.381669 2.440466
H34 5.044567 1.692703 0.659563
H35 3.833708 3.490150 2.344725
H36 4.714974 4.044788 1.005413
C18 -2.247262 -1.891819 -5.527543
C19 -3.287878 -2.978016 -5.679440
C20 -4.220364 -2.901692 -4.474338
N3 -5.499639 -3.813006 -4.741871
C21 -5.166153 -5.375376 -4.928190
C22 -6.409994 -3.693488 -3.472460
C23 -7.841788 -3.498746 -3.952365
C24 -7.788700 -3.524050 -5.437513
C25 -6.330690 -3.228330 -5.805211
H37 -2.726412 -0.941219 -5.293285
H38 -1.809656 -1.673344 -6.501640
H39 -1.558885 -2.213822 -4.746172
H40 -2.865369 -3.981876 -5.722440
H41 -3.822367 -2.865481 -6.622708
H42 -4.547765 -1.884782 -4.258029
H43 -3.694062 -3.177369 -3.560494
H44 -4.664214 -5.870464 -4.096894
H45 -4.556562 -5.526089 -5.819136
H46 -6.074915 -5.911774 -5.201219
H47 -6.251704 -4.626814 -2.932156
H48 -6.101135 -2.947747 -2.739953
H49 -8.453048 -4.312614 -3.562382
H50 -8.321716 -2.602143 -3.560105
H51 -7.977912 -4.532290 -5.805952
H52 -8.495948 -2.845769 -5.914851
H53 -6.116784 -3.863291 -6.664957
H54 -6.256798 -2.148959 -5.937851
C26 -3.984420 6.812953 -2.482099
C27 -2.615438 6.251733 -2.192812
C28 -1.716445 6.676732 -3.408388
N4 -0.275949 6.138975 -3.292877
C29 0.453766 6.387367 -1.983997
C30 0.687550 6.722585 -4.389659
C31 0.794164 5.684441 -5.469633
C32 -0.028930 4.446583 -4.961611
C33 -0.166706 4.614153 -3.448014
H55 -4.557099 6.199584 -3.177747
H56 -3.954125 7.828592 -2.876631
H57 -4.479905 6.679962 -1.520377
H58 -2.678302 5.168034 -2.094141
H59 -2.314732 6.762736 -1.278181
H60 -1.544327 7.752605 -3.377324
H61 -2.054554 6.261443 -4.357769
H62 0.192864 7.429750 -1.801009
H63 1.503243 6.101246 -2.053518
H64 -0.057632 5.789969 -1.229216
H65 1.645576 6.867348 -3.890344
H66 0.335549 7.675716 -4.784304
H67 1.805511 5.344318 -5.692323
H68 0.436112 6.065489 -6.426029
H69 0.478310 3.495310 -5.122524
H70 -0.982946 4.325735 -5.474786
H71 0.669298 4.229212 -2.864030
H72 -1.054803 4.078358 -3.112903
C34 1.123436 0.733880 8.354113
F4 0.430225 0.292591 9.366114
F5 1.518797 1.994457 8.635442
F6 2.334309 0.070142 8.143997
S2 0.000318 0.782036 6.763457
O4 0.809131 1.326329 5.687223
O5 -0.523933 -0.566394 6.547661
N5 -1.623195 1.521471 7.062674
S3 -1.378103 3.091192 7.393029
O6 -0.028589 3.586493 7.092855
O7 -2.435875 3.812992 6.760892
C35 -1.789045 3.253788 9.322723
F7 -1.422243 2.108960 9.943177
F8 -1.133795 4.243392 9.934697
F9 -3.179365 3.367696 9.336603
C36 7.919514 -4.882126 2.834407
F10 8.953408 -4.305383 3.472329
F11 7.641377 -4.016854 1.861136
F12 8.257000 -6.064157 2.315331
S4 6.339493 -5.060278 4.048873
O8 5.673968 -3.767510 4.043064
O9 5.643406 -6.150366 3.416163
N6 6.947556 -5.706695 5.558575
S5 6.368590 -4.750887 6.587750
O10 6.870058 -3.363626 6.515498
O11 4.947201 -4.989885 6.927617
C37 7.169166 -5.347751 8.256533
F13 6.450781 -4.930407 9.314787
F14 7.132642 -6.670363 8.369416
F15 8.472604 -4.949363 8.271680
C38 -8.260617 3.463099 6.011924
F16 -7.205367 4.203530 5.630156
F17 -8.091264 2.815876 7.231110
F18 -9.454205 4.149646 6.004304
S6 -8.428192 1.972386 4.700467
O12 -8.537586 0.754291 5.489273
O13 -9.494092 2.145848 3.724233
N7 -6.762923 1.793923 4.118419
S7 -6.882026 2.960835 2.891586
O14 -7.879469 4.074305 3.008846
O15 -5.499278 3.343342 2.599442
C39 -7.320013 1.880239 1.314151
F19 -6.855188 2.319122 0.197400
F20 -6.832759 0.624933 1.385449
F21 -8.674417 1.773308 1.234474
C40 -5.213080 -6.692647 3.556010
F22 -5.382255 -7.341771 2.414318
F23 -6.182781 -6.846447 4.393472
F24 -4.049251 -7.121300 4.079510
S8 -5.108796 -4.749178 3.052684
O16 -3.958038 -4.255934 3.814923
O17 -5.037883 -4.609481 1.624039
N8 -6.175694 -3.600120 3.974196
S9 -7.621518 -4.040275 3.354189
O18 -8.432169 -2.849454 2.991784
O19 -7.677711 -5.115260 2.372171
C41 -8.611603 -4.693536 4.985618
F25 -7.786362 -4.762707 6.079403
F26 -9.762156 -4.057239 5.176359
F27 -9.062548 -5.878241 4.640411

Forces on the atoms, in the same order (eV/Å):
0.384 0.259 -0.520
-0.304 2.512 0.336
0.793 -0.742 1.934
-0.993 -0.478 -0.748
0.274 -0.689 -0.526
-0.549 1.254 0.886
-0.334 -0.088 -1.165
1.088 -0.367 -0.503
-0.082 -1.380 -0.147
1.145 0.313 -0.246
0.438 -0.179 1.233
-1.707 -0.839 0.745
1.978 1.065 -0.692
-1.134 0.622 1.023
0.692 -0.294 -0.126
-0.906 1.295 0.255
0.891 -0.525 -0.580
-1.022 -1.315 -0.935
-0.136 -0.116 -0.360
-0.165 -0.025 0.150
0.051 0.062 0.483
-0.499 -0.543 0.040
0.115 0.275 -1.050
0.626 0.399 0.510
-0.332 -0.007 0.066
-0.154 -0.151 -0.075
-0.399 -0.317 0.039
0.474 0.078 -0.182
-0.052 -0.174 0.199
0.005 0.093 -0.173
0.013 -0.218 0.297
-0.265 0.844 -0.053
-0.204 0.117 0.155
0.289 -0.032 0.200
-0.358 -0.025 -0.394
0.700 -0.509 -0.560
0.792 -0.515 0.322
1.166 -0.756 0.426
0.094 -0.920 -0.251
-1.370 -1.999 0.474
0.077 1.901 -1.185
-0.880 2.886 0.636
-0.244 -1.843 -2.214
-0.739 0.573 1.412
0.409 0.579 0.538
0.003 0.135 -0.008
-0.339 0.241 -0.553
-0.162 0.418 0.245
0.322 -0.429 -0.082
-0.282 0.281 0.066
-0.300 0.079 0.607
-0.399 -0.050 -0.236
0.202 -0.330 0.325
-0.245 0.168 0.166
-0.405 -0.291 -0.861
0.512 0.447 -0.492
0.707 -0.209 0.329
-0.416 0.095 0.279
0.904 0.318 0.127
-0.296 -0.259 -0.396
0.047 -0.283 0.290
0.252 -0.165 0.456
0.544 -0.119 -0.180
-0.155 0.027 -0.518
-0.669 -0.047 0.238
-0.516 -1.179 -0.967
1.241 0.225 3.366
-0.291 1.309 -1.279
0.293 -0.887 0.596
-0.501 -0.286 1.320
0.245 -0.669 -0.990
-1.231 -1.120 -1.330
-0.013 -0.037 0.495
0.663 -0.387 0.217
0.356 0.552 -0.221
0.333 0.085 0.046
-0.252 0.193 0.083
-0.565 -0.098 -0.422
-0.276 -0.684 0.013
-0.231 0.765 0.325
0.256 0.558 0.066
-0.340 0.369 0.543
-0.253 -0.047 -0.094
0.430 0.409 -0.642
-0.042 -0.006 -0.079
0.412 0.176 -0.004
-0.419 0.023 0.004
0.192 -0.062 -0.063
0.258 0.992 -0.606
0.947 -0.215 0.061
-0.790 -0.835 0.245
0.756 0.842 -1.800
1.282 -1.002 1.915
2.270 -1.259 0.290
-2.408 0.718 0.116
-0.284 -0.267 0.498
-0.494 -1.481 -0.712
0.709 -0.298 -0.103
-0.951 0.459 -1.643
0.137 0.010 -0.207
-0.171 0.079 0.473
-0.584 0.787 -0.197
0.213 0.097 0.270
0.578 -0.426 0.000
-0.522 0.023 -0.455
-0.267 0.448 0.014
0.962 0.151 0.533
-0.278 0.391 -0.095
0.171 0.039 0.097
-0.218 0.184 -0.109
-0.251 -0.046 0.446
0.151 0.310 0.393
-0.268 -0.118 0.106
0.196 0.111 -0.294
-0.124 0.335 0.210
0.120 0.320 -0.261
-0.077 0.490 0.338
1.964 1.595 -0.329
0.325 -0.839 -0.185
-0.545 -0.742 -0.257
-2.752 0.251 0.123
-2.451 -1.161 -1.841
-0.728 -0.207 1.666
0.784 0.065 0.422
3.658 -0.135 0.317
0.516 1.746 -0.555
-1.561 -1.061 1.241
-0.717 0.187 0.188
-0.343 -0.897 -1.008
-0.684 0.818 -0.366
-1.209 -0.404 -0.711
2.593 0.108 0.684
0.772 0.671 0.993
-0.366 -0.980 0.249
-0.913 -0.587 -0.095
-0.392 0.947 0.640
-0.453 -0.644 -3.030
1.362 -1.415 0.676
0.413 0.288 0.756
0.089 0.363 -3.763
-1.258 2.566 7.030
-0.927 -1.796 -0.445
1.725 0.634 -1.489
0.438 -0.737 0.158
0.920 0.898 -1.221
0.276 -0.083 -0.804
-1.717 -0.071 0.290
-1.319 -1.099 -0.339
-1.525 -0.617 1.479
0.014 1.927 -2.262
2.661 -0.962 0.260
-0.505 -2.469 0.947
0.346 0.715 0.199
1.664 0.392 1.414
-3.228 2.647 -1.225
1.379 1.484 -1.456
2.508 -3.100 -0.232
-1.077 -0.380 0.312
-2.031 -1.393 1.396
0.559 1.766 -1.216
0.031 0.193 1.040
1.225 0.283 -0.105
1.142 0.408 -1.071
-0.394 0.203 0.392
-0.542 -0.301 0.448
-1.061 1.029 -0.256
2.644 3.038 2.268
0.621 -1.080 -0.528
-0.573 -0.503 0.743
-0.532 -2.961 -2.893
-4.514 2.561 0.930
1.850 -1.596 0.685
0.963 0.426 1.336
0.019 -0.305 -1.254
-1.416 0.353 -1.247
1.201 1.512 0.812
1.024 -1.696 0.105

Output
- Total charge: +3
- HOMO: -13.035 eV
- LUMO energy: -11.9 eV
- HOMO-LUMO gap: 1.134 eV

Löwdin population analysis, charges in e, atoms 1 to 6: atom 1 (Hf): 1.8098, atom 2 (C): -0.7057, atom 3 (F): 0.1634, atom 4 (F): 0.1111, atom 5 (F): 0.1762, atom 6 (S): 0.5054